1.
{
  "formula": "C47H63N7O3",
  "method": "wB97M-V/def2-TZVPD",
  "elements": ["C", "C", "C", "C", "C", "C", "C", "C", "C", "C", "C", "N", "C", "C", "C", "C", "C", "C", "C", "C", "C", "C", "C", "C", "N", "N", "C", "C", "C", "C", "C", "C", "C", "C", "C", "C", "C", "C", "C", "C", "C", "C", "C", "C", "C", "H", "H", "H", "H", "H", "H", "H", "H", "H", "H", "H", "H", "H", "H", "H", "H", "H", "H", "H", "H", "H", "H", "H", "H", "H", "H", "H", "H", "H", "H", "H", "H", "H", "H", "H", "H", "H", "H", "H", "H", "H", "H", "H", "H", "H", "H", "H", "H", "H", "H", "H", "H", "H", "H", "H", "H", "H", "H", "H", "C", "O", "C", "N", "C", "N", "O", "N", "O", "C", "C", "N", "H", "H", "H", "H"],
  "coordinates": [[3.6608, -2.1671, 0.2512], [2.7612, -2.9675, 1.2045], [2.7559, -4.4463, 0.7979], [1.3671, -2.3531, 1.2794], [0.3470, -2.7174, 0.4031], [-0.8295, -1.9737, 0.3385], [-1.8505, -2.1433, -0.7697], [-1.7546, -3.4796, -1.4946], [-1.8605, -0.9656, -1.7419], [-1.0816, -0.9867, 1.3293], [-2.3306, -0.2330, 1.3535], [-3.5408, -0.7788, 1.7755], [-3.9217, -2.1807, 1.8118], [-4.7760, -2.6977, 0.8125], [-5.4160, -1.7933, -0.2512], [-6.6864, -1.1255, 0.2710], [-5.6766, -2.5024, -1.5801], [-4.9899, -4.0828, 0.7797], [-4.3436, -4.9278, 1.6774], [-3.5289, -4.3969, 2.6764], [-3.3744, -3.0166, 2.8080], [-2.6864, -2.4139, 4.0268], [-1.7784, -3.3967, 4.7794], [-3.6778, -1.7272, 4.9733], [-4.4848, 0.1799, 1.8688], [-3.8591, 1.3355, 1.5209], [-4.7103, 2.4838, 1.3348], [-5.1947, 2.7599, 0.0404], [-4.9272, 1.8295, -1.1532], [-3.9196, 2.4159, -2.1326], [-6.2217, 1.4914, -1.8976], [-5.9822, 3.9004, -0.1388], [-6.4440, 4.6168, 0.9607], [-6.1244, 4.1901, 2.2526], [-5.2717, 3.1110, 2.4604], [-5.0829, 2.6318, 3.9076], [-3.6491, 2.3296, 4.3370], [-6.0251, 1.4683, 4.2163], [-2.5363, 1.1091, 1.0702], [-1.6855, 2.0560, 0.4938], [-0.0943, -0.7141, 2.3228], [-0.3105, 0.3299, 3.4063], [0.5052, 1.5616, 3.0501], [0.0174, -0.1319, 4.8301], [1.1347, -1.3602, 2.2284], [3.7132, -1.1063, 0.5262], [4.6799, -2.5706, 0.2507], [3.2698, -2.2265, -0.7734], [3.1803, -2.8812, 2.2176], [2.0378, -5.0129, 1.4019], [2.4997, -4.5541, -0.2633], [3.7532, -4.8711, 0.9609], [0.4810, -3.5658, -0.2762], [-2.8202, -2.1396, -0.2548], [-1.8367, -4.3082, -0.7784], [-2.5698, -3.5729, -2.2219], [-0.8006, -3.5517, -2.0289], [-1.9640, -0.0064, -1.2154], [-0.9155, -0.9442, -2.3045], [-2.6927, -1.0578, -2.4541], [-4.6865, -0.9915, -0.4445], [-6.4196, -0.3488, 0.9997], [-7.2492, -0.6641, -0.5513], [-7.3292, -1.8683, 0.7675], [-4.7992, -3.0661, -1.9269], [-6.5298, -3.1914, -1.4829], [-5.9284, -1.7732, -2.3641], [-5.6529, -4.4979, 0.0189], [-4.4904, -6.0090, 1.6079], [-2.9992, -5.0485, 3.3724], [-2.0342, -1.6272, 3.6186], [-1.0438, -3.8418, 4.0929], [-1.2193, -2.8806, 5.5698], [-2.3570, -4.2022, 5.2589], [-4.3176, -1.0191, 4.4249], [-4.3299, -2.4706, 5.4587], [-3.1519, -1.1626, 5.7579], [-4.5224, 0.8963, -0.7320], [-2.9465, 2.5713, -1.6521], [-3.7871, 1.7374, -2.9866], [-4.2980, 3.3783, -2.5032], [-6.9905, 1.1174, -1.2133], [-6.6118, 2.3881, -2.3967], [-6.0366, 0.7198, -2.6580], [-6.2605, 4.1972, -1.1556], [-7.0540, 5.5089, 0.8200], [-6.5472, 4.7033, 3.1215], [-5.4174, 3.4765, 4.5257], [-2.9763, 3.1555, 4.0774], [-3.6163, 2.1749, 5.4247], [-3.2826, 1.4128, 3.8639], [-7.0677, 1.7609, 4.0339], [-5.7903, 0.6126, 3.5699], [-5.9330, 1.1628, 5.2648], [-2.0761, 3.0560, 0.3231], [-0.7001, 1.7282, 0.1855], [-1.3732, 0.6075, 3.3846], [0.1478, 2.0128, 2.1165], [0.4545, 2.3298, 3.8290], [1.5584, 1.2828, 2.9065], [-0.5734, -1.0101, 5.1166], [1.0814, -0.3805, 4.9357], [-0.2251, 0.6741, 5.5377], [1.9244, -1.0788, 2.9329], [6.0121, 0.6809, -1.5809], [6.0013, 2.1296, -1.6008], [5.0757, 2.6975, -0.8221], [5.4081, 3.9065, -0.3530], [4.6814, 4.2859, 0.6902], [5.1154, 5.0885, 1.7159], [4.2892, 4.7811, 2.7761], [3.2686, 3.7954, 2.3813], [2.5479, 3.3755, 3.2644], [3.4462, 3.5951, 1.0406], [3.0470, 2.4602, 0.2841], [3.9551, 1.9970, -0.5856], [6.8102, 0.4298, -2.2789], [6.2643, 0.3031, -0.5786], [5.0452, 0.2808, -1.9116], [2.0590, 2.0134, 0.4498]],
  "lowdin_charge": [-0.0699, -0.3840, -0.0784, -0.1810, 0.0290, -0.0981, -0.3708, -0.0651, -0.0324, -0.0582, -0.1343, 0.0485, -0.0746, -0.1236, -0.3686, -0.0573, -0.0618, -0.0254, -0.0531, -0.0190, -0.1058, -0.3627, -0.0716, -0.0383, 0.1380, -0.0009, -0.0773, -0.1061, -0.3619, -0.0600, -0.0640, -0.0336, -0.0592, -0.0358, -0.1202, -0.3635, -0.0583, -0.0677, -0.2622, -0.0103, -0.1218, -0.3631, -0.0808, -0.0408, 0.0160, 0.0673, 0.0784, 0.0860, 0.1318, 0.0840, 0.0758, 0.0789, 0.1070, 0.0924, 0.0881, 0.0699, 0.0794, 0.0578, 0.0928, 0.0819, 0.1013, 0.0615, 0.0610, 0.0925, 0.0704, 0.0835, 0.0764, 0.1114, 0.1102, 0.1057, 0.0958, 0.0899, 0.0687, 0.0823, 0.0569, 0.0907, 0.0844, 0.1017, 0.0533, 0.0825, 0.0830, 0.0636, 0.0782, 0.0803, 0.1151, 0.1062, 0.1167, 0.1243, 0.0909, 0.0854, 0.0464, 0.0837, 0.0451, 0.0801, 0.0444, 0.0380, 0.1062, 0.0477, 0.0817, 0.0654, 0.0459, 0.0826, 0.0884, 0.1249, -0.0469, -0.0376, -0.4078, 0.2109, -0.2857, 0.1206, 0.0135, -0.1337, 0.0640, -0.0749, 0.0356, 0.1596, 0.0920, 0.0964, 0.0820, 0.1259],
  "homo_energy_ev": -6.3,
  "energy_ha": -2437.508215,
  "gap_ev": 4.79,
  "relative_energy_kj_mol": 3.7,
  "e_lumo_ev": -1.5
}


2.
{
  "formula": "C47H68N5O7",
  "method": "wB97M-V/def2-TZVPD",
  "elements": ["C", "C", "C", "C", "C", "C", "C", "C", "C", "C", "C", "C", "C", "C", "C", "C", "C", "N", "C", "C", "C", "C", "C", "C", "C", "C", "N", "O", "C", "C", "C", "C", "H", "H", "H", "H", "H", "H", "H", "H", "H", "H", "H", "H", "H", "H", "H", "H", "H", "H", "H", "H", "H", "H", "H", "H", "H", "H", "H", "H", "H", "H", "H", "H", "H", "H", "H", "H", "H", "H", "H", "H", "H", "H", "H", "H", "H", "H", "H", "H", "H", "H", "H", "H", "H", "C", "C", "C", "C", "C", "C", "N", "O", "O", "H", "H", "H", "H", "H", "C", "C", "C", "C", "C", "C", "N", "O", "O", "H", "H", "H", "H", "H", "C", "C", "C", "C", "C", "C", "N", "O", "O", "H", "H", "H", "H", "H"],
  "coordinates": [[-7.6478, -0.2326, 2.2383], [-8.0608, -0.0309, 0.7036], [-6.7737, 0.0619, -0.3109], [-5.6555, -1.0018, 0.1163], [-4.5639, -1.3175, -1.0531], [-3.6285, 0.0032, -1.1110], [-2.7231, 0.1309, -2.4264], [-1.7066, 1.3890, -2.4384], [-2.1233, 2.5970, -1.4742], [-0.9963, 3.7863, -1.4127], [-1.1276, 4.4313, 0.0713], [-0.0781, 3.8394, 1.1304], [-0.4144, 2.3570, 1.6564], [0.3038, 1.2695, 0.7176], [1.8853, 1.1249, 1.0456], [2.1821, -0.0452, 2.1376], [3.7567, 0.0256, 2.5577], [4.4410, -1.2929, 2.3811], [5.8489, -1.1841, 2.0967], [6.4158, -2.6248, 1.9099], [5.1630, -3.5253, 2.1181], [3.9428, -2.6453, 2.4448], [-5.2144, -1.7342, -2.4544], [-5.8775, -3.2257, -2.4586], [-7.3537, -3.2605, -1.8242], [-6.1112, -3.5296, -4.0501], [-4.9511, -4.2946, -1.9943], [-5.6283, -5.4182, -1.8341], [-4.2359, -3.9968, -0.7240], [-5.0517, -4.4612, 0.6124], [-2.9341, -4.9960, -0.7297], [-3.6198, -2.5285, -0.5869], [-8.5762, 0.0379, 2.8739], [-7.3363, -1.2994, 2.4938], [-6.8315, 0.5001, 2.5528], [-8.7852, -0.8427, 0.3114], [-8.6346, 0.9711, 0.6446], [-7.2060, -0.0739, -1.3553], [-6.3448, 1.1118, -0.1647], [-5.0334, -0.4922, 0.9510], [-6.0922, -1.9400, 0.5919], [-4.2666, 0.9463, -0.9960], [-2.9086, 0.0037, -0.2030], [-2.2008, -0.8772, -2.6332], [-3.4407, 0.2885, -3.3113], [-1.7270, 1.8142, -3.5144], [-0.6469, 0.9984, -2.2781], [-3.0764, 3.1252, -1.8623], [-2.2889, 2.2813, -0.3858], [0.0666, 3.3833, -1.5299], [-1.2697, 4.5704, -2.2008], [-0.9639, 5.5718, 0.0035], [-2.1788, 4.2466, 0.4877], [-0.0660, 4.5261, 2.0435], [0.9732, 3.8380, 0.6831], [-1.5602, 2.2684, 1.6787], [-0.0726, 2.1666, 2.7430], [0.2300, 1.5456, -0.4000], [-0.1433, 0.2145, 0.8560], [2.2781, 2.1445, 1.4008], [2.3878, 0.8925, 0.0311], [1.5061, 0.1324, 3.0517], [1.9382, -1.0238, 1.5927], [4.2328, 0.7307, 1.7753], [3.9117, 0.4911, 3.5891], [6.4217, -0.1990, 2.0057], [7.4896, -2.9101, 1.6579], [5.1859, -4.6652, 2.0384], [2.8606, -2.9146, 2.6854], [-5.9985, -0.9846, -2.8540], [-4.4229, -1.7914, -3.2979], [-7.4115, -2.9972, -0.7195], [-7.9505, -2.4362, -2.3772], [-7.9046, -4.2393, -2.0704], [-6.5515, -4.5931, -4.1146], [-6.8176, -2.7444, -4.4892], [-5.0897, -3.5665, -4.5715], [-5.0292, -5.6103, 0.7023], [-6.1508, -4.1648, 0.5899], [-4.5681, -4.0315, 1.5572], [-2.0271, -4.5011, -0.2171], [-3.1619, -6.0083, -0.2560], [-2.6599, -5.1781, -1.8347], [-2.6390, -2.4725, -1.1795], [-3.3418, -2.3451, 0.5160], [8.5116, -4.2954, -0.7390], [9.8603, -4.6032, -0.8887], [10.5353, -4.2304, -2.0461], [9.8488, -3.5446, -3.0467], [8.4961, -3.2404, -2.9059], [7.8289, -3.6195, -1.7463], [10.5616, -3.1278, -4.2566], [11.7430, -3.4282, -4.3542], [9.9362, -2.4995, -5.0987], [7.9893, -4.5829, 0.1682], [10.3867, -5.1314, -0.1007], [11.5863, -4.4758, -2.1508], [7.9538, -2.7115, -3.6819], [6.7767, -3.3851, -1.6244], [10.5431, 3.2982, 1.6030], [11.3649, 2.3054, 2.1284], [11.0276, 0.9655, 1.9694], [9.8653, 0.6311, 1.2774], [9.0344, 1.6203, 0.7554], [9.3782, 2.9577, 0.9217], [9.5188, -0.7789, 1.0854], [10.2607, -1.6201, 1.5729], [8.5095, -1.0353, 0.4454], [10.8125, 4.3430, 1.7242], [12.2710, 2.5766, 2.6598], [11.6762, 0.2016, 2.3834], [8.1257, 1.3679, 0.2197], [8.7399, 3.7358, 0.5167], [-5.0589, 8.1738, 1.8837], [-4.2161, 7.1923, 2.3972], [-4.5252, 5.8477, 2.2220], [-5.6781, 5.4978, 1.5247], [-6.5301, 6.4745, 1.0137], [-6.2159, 7.8168, 1.1972], [-5.9878, 4.0843, 1.3140], [-5.2227, 3.2568, 1.7902], [-6.9862, 3.8084, 0.6678], [-4.8119, 9.2226, 2.0180], [-3.3159, 7.4761, 2.9323], [-3.8607, 5.0923, 2.6268], [-7.4320, 6.2088, 0.4734], [-6.8705, 8.5859, 0.8011]],
  "lowdin_charge": [-0.1405, -0.2430, -0.1870, -0.1494, -0.3694, -0.1565, -0.1936, -0.1987, -0.2157, -0.1830, -0.2126, -0.2123, -0.1979, -0.2086, -0.2164, -0.1656, -0.1523, -0.1823, -0.0744, -0.0678, -0.0901, -0.0693, -0.0729, -0.4266, -0.0435, -0.0583, -0.1245, -0.0260, -0.4107, -0.0476, -0.0522, -0.0912, 0.0774, 0.0682, 0.0721, 0.1032, 0.1014, 0.0952, 0.0896, 0.1274, 0.0847, 0.1091, 0.1231, 0.1097, 0.1070, 0.1153, 0.0956, 0.1269, 0.0766, 0.1007, 0.1062, 0.1085, 0.0938, 0.1042, 0.1030, 0.1008, 0.1112, 0.0778, 0.1134, 0.1059, 0.1206, 0.1134, 0.1046, 0.1154, 0.1278, 0.1032, 0.0583, 0.0769, 0.1090, 0.1260, 0.1173, 0.0599, 0.0953, 0.0961, 0.0885, 0.0897, 0.0886, 0.0835, 0.0638, 0.0937, 0.0864, 0.0766, 0.0930, 0.1173, 0.1340, -0.0796, -0.0629, -0.0026, -0.1480, -0.0014, -0.0637, -0.3492, 0.0676, 0.0678, 0.0965, 0.1099, 0.1177, 0.1179, 0.1117, -0.0724, -0.0651, 0.0014, -0.1411, -0.0048, -0.0669, -0.3251, 0.0747, 0.0457, 0.1080, 0.1092, 0.1200, 0.1177, 0.1085, -0.0712, -0.0646, -0.0064, -0.1460, 0.0009, -0.0650, -0.3404, 0.0594, 0.0732, 0.1082, 0.1089, 0.1160, 0.1199, 0.1092],
  "multiplicity": 2,
  "homo_energy_ev": -7.8,
  "energy_ha": -2631.533022,
  "gap_ev": 7.00,
  "s2": 0.754,
  "e_lumo_ev": -0.8
}